1.
Here is C18H58KNO14 as an isolated structure from the OMol25 dataset. Energies are from wB97M-V/def2-TZVPD.

```
92
Properties=species:S:1:pos:R:3:forces:R:3:mulliken_charge:R:1
K 0.6173 0.9498 -0.0148 -0.1 -0.3 0.3 0.54
N -1.8518 1.2007 3.1277 -1.4 -3.6 0.0 1.27
O -2.5848 2.0955 2.8267 -2.7 2.9 -1.1 -0.84
O -0.6934 1.3871 3.2938 5.7 1.8 0.6 -0.75
O -2.2333 0.0250 3.2317 -1.3 -1.0 0.0 -0.71
O 1.5957 3.7720 -1.2173 -0.1 -0.3 -0.3 -0.56
H 2.4962 3.5637 -0.9685 0.4 -0.2 0.1 0.27
H 1.4138 4.6059 -0.7839 -0.3 0.2 0.3 0.20
O 0.3178 5.6532 0.8200 0.0 0.3 -0.4 -0.69
H 0.3805 6.5788 0.5844 0.1 0.3 -0.1 0.26
H -0.3935 5.6159 1.4594 -0.4 0.1 0.3 0.19
O 0.9362 3.2555 1.8739 0.5 -0.2 -0.4 -0.42
H 0.5879 4.0512 1.4717 0.4 0.0 -0.2 0.45
H 0.1888 2.8712 2.3320 -0.5 -0.8 0.9 0.24
O -1.2913 -0.8571 -1.3917 1.0 -0.1 -0.2 0.14
H -2.0353 -0.9314 -0.7940 -0.8 0.1 0.3 0.04
H -1.5710 -0.2156 -2.0446 -0.1 0.2 -0.1 0.06
O 0.5736 1.4857 -2.6323 -0.1 -0.2 0.0 -0.37
H 0.7129 2.4000 -2.3857 0.2 0.7 0.2 0.14
H 0.0658 1.5303 -3.4425 -0.1 -0.2 -0.2 0.25
C 5.7504 2.0651 0.4157 0.1 -0.5 -0.4 -1.42
C 4.8621 2.2367 1.6133 0.6 -0.8 0.4 0.91
C 4.6157 3.5967 2.1017 1.3 2.7 0.9 -1.61
O 3.6125 1.7209 1.2915 -1.6 -0.5 -0.5 -0.22
H 5.5830 1.1005 -0.0636 0.0 -0.5 0.6 0.37
H 6.8055 2.1113 0.6855 0.0 0.4 -0.3 0.36
H 5.4227 2.6981 -0.4089 0.4 0.8 0.2 0.29
H 5.2357 1.7030 2.4872 0.4 -0.5 -0.1 0.16
H 3.9758 3.6421 2.9829 -0.6 -0.3 -0.3 0.47
H 4.3210 4.3189 1.3404 -0.6 -0.2 -0.2 0.29
H 5.4893 4.0925 2.5251 0.6 -0.3 -0.2 0.42
H 3.0350 2.4062 1.6357 -1.1 -0.4 0.0 0.03
C -3.0688 4.3497 -0.0988 -0.5 0.3 -0.1 -1.20
C -3.2781 2.8809 -0.6290 1.0 0.1 -0.2 0.74
C -3.1655 2.7541 -2.1725 -0.5 -0.2 1.2 -1.16
O -2.3347 1.9354 -0.0518 0.3 1.0 -0.7 0.11
H -3.6303 4.6160 0.7967 -0.3 -0.6 0.1 0.40
H -3.3735 5.1242 -0.8026 -0.4 -0.3 -0.5 0.45
H -2.0722 4.7213 0.1395 0.6 -1.0 -0.2 0.09
H -4.2150 2.4341 -0.2961 -0.6 0.8 -0.2 0.19
H -3.9217 3.3708 -2.6583 0.2 0.2 0.0 0.45
H -3.4313 1.7255 -2.4164 0.2 -0.1 -0.1 0.13
H -2.1506 2.9681 -2.5076 -0.1 0.1 0.0 0.19
H -2.2253 2.2722 0.8405 0.0 -0.3 0.9 -0.22
C -4.3046 -2.5653 -2.0074 0.3 -0.5 0.3 -1.32
C -4.8362 -1.3474 -1.2555 -0.4 0.3 -0.4 0.87
C -6.1935 -1.4509 -0.5337 0.3 0.1 0.1 -1.45
O -3.8558 -0.8772 -0.3394 0.3 -0.4 -0.1 -0.34
H -3.5567 -2.3048 -2.7563 0.4 0.4 0.5 0.25
H -5.0050 -3.1042 -2.6454 -0.7 0.2 0.5 0.46
H -3.8721 -3.2696 -1.2969 0.1 -0.1 -0.1 0.25
H -4.9141 -0.6018 -2.0467 -0.4 0.4 -0.1 0.07
H -6.7852 -2.2594 -0.9631 -0.4 0.4 0.0 0.36
H -6.6716 -0.4714 -0.5196 -0.5 0.0 -0.8 0.38
H -6.1480 -1.5789 0.5478 0.7 -0.8 0.0 0.35
H -4.2525 -0.1768 0.1837 0.2 0.1 0.2 0.06
C 1.6324 -3.8440 -3.9737 -0.1 -0.7 -0.9 -1.13
C 2.1854 -2.4674 -3.7006 -0.5 0.3 -0.2 0.56
C 1.2711 -1.2605 -4.0054 -0.2 -1.3 0.4 -0.71
O 2.6256 -2.4497 -2.3578 0.8 0.6 -0.5 -0.44
H 1.0565 -3.8952 -4.8977 -0.6 0.2 0.2 0.36
H 1.0970 -4.2704 -3.1253 -0.4 0.2 -0.1 0.10
H 2.4296 -4.5490 -4.2093 0.4 0.1 0.4 0.33
H 2.9895 -2.3414 -4.4257 0.8 0.0 0.5 0.28
H 0.4105 -1.2997 -3.3376 -0.1 0.2 0.2 -0.13
H 0.8885 -1.3902 -5.0178 0.1 0.4 -0.2 0.37
H 1.8395 -0.3436 -3.8496 -0.2 0.0 -0.2 0.28
H 1.9875 -2.9438 -1.8378 -0.1 0.0 0.5 0.15
C 1.0007 -1.5273 4.4360 0.9 0.6 -1.1 -1.55
C 1.6423 -0.8978 3.1227 -1.4 -1.9 1.5 1.16
C 2.8639 -1.6175 2.6598 1.4 -0.6 -0.7 -1.06
O 0.5891 -1.0727 2.1045 1.4 0.9 0.4 0.17
H 0.7248 -2.5554 4.2019 -0.1 0.0 0.2 0.30
H 0.1357 -0.9312 4.7269 -0.1 -0.1 -0.1 0.42
H 1.7102 -1.5078 5.2632 0.1 -0.1 0.0 0.43
H 1.9582 0.1054 3.4090 -0.7 0.6 -0.7 0.01
H 3.5840 -0.9376 2.2044 0.0 0.2 0.0 0.00
H 2.7288 -2.3787 1.8914 -0.6 0.0 0.1 0.08
H 3.4028 -2.1400 3.4502 -0.1 0.2 0.3 0.36
H -0.2063 -0.9395 2.6253 -0.9 0.3 -0.2 -0.10
C 0.4099 -4.8863 1.6179 -0.1 0.4 0.6 -1.39
C 0.5390 -4.4846 0.1669 -1.0 -0.9 1.0 0.41
C -0.9063 -4.2334 -0.3785 1.5 0.3 -0.7 -1.13
O 1.4766 -3.3673 0.1469 -1.5 -1.2 -1.2 -0.45
H -0.3525 -4.2553 2.0749 0.1 0.2 0.3 0.22
H 1.3793 -4.6771 2.0703 -0.1 -0.4 0.4 0.33
H 0.0704 -5.9077 1.7898 0.2 -0.1 -0.2 0.49
H 0.9549 -5.3726 -0.3090 0.5 0.5 -0.7 0.44
H -0.8014 -4.1270 -1.4582 -0.4 0.5 -0.1 0.23
H -1.3431 -3.3539 0.0945 0.1 0.2 -0.2 0.19
H -1.6130 -5.0522 -0.2441 0.4 -0.3 0.4 0.49
H 0.9611 -2.7016 0.6082 0.2 0.9 0.3 0.07
```
Forces are in eV/Å.

The value obtained for the HOMO-LUMO gap is 7.972 eV. Its highest occupied orbital energy is -0.30569 Ha.

***

2.
Here is a 11-piece molecular cluster, C18H58O11 overall from the OMol25 dataset. Energies are from wB97M-V/def2-TZVPD.

```
87
Properties=species:S:1:pos:R:3:forces:R:3:mulliken_charge:R:1
C -4.2042 -2.9150 -1.2140 0.3 -0.5 -0.9 -1.19
C -3.7851 -1.5756 -0.7704 -0.5 1.0 1.5 -0.08
O -2.4327 -1.6470 -0.3619 1.1 -0.8 -1.2 -0.47
H -5.2460 -2.9070 -1.5345 0.1 -0.3 0.1 0.38
H -3.9214 -3.7365 -0.5558 -0.5 0.3 0.5 0.31
H -3.5694 -3.1023 -2.0800 -0.2 -0.3 -0.6 0.23
H -4.3150 -1.1792 0.0957 -0.5 -0.3 0.1 0.29
H -3.9597 -0.8031 -1.5193 0.2 0.0 -0.5 0.34
H -2.1963 -0.8330 0.0888 0.5 0.9 0.4 0.20
C 4.3846 0.0550 2.6111 -0.3 0.0 -0.6 -1.24
C 3.1066 -0.7350 2.9619 1.8 1.1 -0.3 0.93
O 3.4694 -1.5396 4.0589 -0.9 -0.5 -0.2 -0.56
H 4.1986 0.7474 1.7900 -0.2 0.4 0.1 0.28
H 5.2255 -0.5376 2.2509 -0.2 -0.6 0.2 0.33
H 4.7585 0.5884 3.4850 -0.3 0.1 0.0 0.35
H 2.7440 -1.3460 2.1352 0.2 0.0 -0.2 -0.36
H 2.3169 -0.0212 3.1961 -0.2 0.0 0.3 0.06
H 2.8750 -2.2821 3.9286 0.2 -0.6 0.8 0.34
C 1.7901 4.1275 -3.5565 0.1 -0.5 0.0 -1.44
C 2.4646 3.1829 -2.5413 0.4 0.6 -1.5 0.70
O 3.0297 2.1048 -3.2798 -0.8 0.2 -0.1 -0.55
H 2.4920 4.5228 -4.2907 0.4 0.2 0.4 0.37
H 1.2912 4.9486 -3.0416 -0.1 0.0 -0.1 0.37
H 1.0980 3.5933 -4.2074 -0.4 -0.2 0.4 0.34
H 1.7570 2.8341 -1.7892 -0.1 0.0 0.2 -0.33
H 3.2801 3.7471 -2.0889 -0.1 0.0 0.5 0.28
H 3.4718 1.4977 -2.6819 0.5 0.0 0.1 0.23
C 1.0039 0.7932 0.8665 0.2 -0.3 -0.1 -0.20
C -0.1677 1.1194 -0.0129 0.2 0.8 0.1 0.03
O -1.4004 0.7606 0.5890 0.1 -0.6 -1.2 -0.18
H 1.9281 1.2103 0.4666 0.0 -0.2 -0.2 0.37
H 1.0200 -0.2966 0.8795 0.5 0.0 0.5 -0.19
H 0.9412 1.2011 1.8753 -0.4 -0.1 0.0 0.32
H -0.0415 0.5963 -0.9608 -0.4 -0.2 0.0 -0.31
H -0.1281 2.1751 -0.2815 -0.4 0.3 0.0 -0.04
H -1.4553 1.1454 1.4668 -0.3 0.3 0.7 0.09
C -0.4715 -2.0252 -4.7301 -0.7 0.1 0.6 -1.39
C -1.0492 -1.5349 -3.3803 1.3 -1.8 -2.4 0.29
O -0.8397 -2.4766 -2.3685 0.9 0.2 -2.4 -0.04
H -0.6992 -1.3566 -5.5603 0.2 0.6 0.4 0.40
H -1.0421 -2.9050 -5.0275 0.4 -0.5 0.2 0.39
H 0.6043 -2.1863 -4.6612 -0.2 -0.2 -0.1 0.33
H -2.1260 -1.4144 -3.4989 -0.7 0.5 0.5 0.42
H -0.6060 -0.5728 -3.1232 -0.1 0.6 0.8 0.16
H -1.3427 -2.1480 -1.6197 -1.5 0.8 3.1 0.54
C 1.4089 -3.7390 0.6088 -1.3 -0.4 -0.6 0.24
C 1.2289 -5.0905 1.2777 1.2 0.5 0.8 -0.61
O 2.4670 -5.2592 2.0259 -1.1 -0.6 0.2 -0.51
H 2.1613 -3.7930 -0.1779 0.1 0.2 0.1 0.48
H 1.6403 -2.9740 1.3500 0.2 -0.2 0.0 -0.46
H 0.4572 -3.4451 0.1660 -0.1 0.2 -0.3 -0.10
H 0.9959 -5.9530 0.6533 0.5 0.2 -0.6 0.30
H 0.3770 -5.0811 1.9576 0.3 0.2 0.4 0.27
H 3.1928 -5.2592 1.3975 0.0 -0.1 -0.1 0.31
C 2.4403 -0.9431 -2.0171 -1.3 0.3 0.2 -0.31
C 3.6526 -0.5816 -1.2249 0.5 -1.2 0.1 0.15
O 4.5087 0.2562 -1.9514 0.2 0.5 -0.1 -0.60
H 1.6481 -0.1945 -2.0094 0.3 0.6 -0.3 -0.12
H 1.9387 -1.7533 -1.4880 0.2 -0.6 -0.2 0.01
H 2.6852 -1.1950 -3.0489 0.0 -0.1 0.1 0.41
H 4.1719 -1.5350 -1.1276 0.2 -0.1 0.6 0.43
H 3.4319 -0.1797 -0.2360 -0.1 0.0 0.0 -0.30
H 5.3771 0.1825 -1.5487 0.2 0.3 -0.1 0.32
C -1.2109 -1.9030 3.1036 0.8 1.3 -1.2 0.02
O -1.2166 -3.2953 3.1865 -0.2 -0.3 0.5 -0.53
H -1.0674 -1.3309 4.0202 -0.3 -0.4 0.5 0.38
H -0.3411 -1.6561 2.4949 0.2 0.6 -0.3 -0.22
H -2.0485 -1.4859 2.5444 -0.3 -0.4 0.3 0.10
H -0.3035 -3.4583 3.4341 -0.1 -0.8 0.2 0.31
C -1.2111 3.1310 3.3313 0.8 -0.7 0.7 -0.74
O -1.8434 1.8533 3.0617 0.1 1.1 -0.2 -0.50
H -1.8799 3.9067 3.7043 -0.2 -0.2 -0.3 0.37
H -0.4704 2.9312 4.1056 0.1 0.3 0.2 0.30
H -0.6293 3.4873 2.4812 -0.5 -0.2 -0.3 0.21
H -2.5586 1.7677 3.6963 -0.1 -0.2 0.0 0.27
C -4.6495 1.8632 0.7248 0.6 0.7 -1.0 -0.20
O -5.2780 3.1077 0.4118 -0.8 -1.3 0.7 -0.59
H -4.3336 1.6880 1.7532 -0.2 0.5 0.4 0.15
H -5.2590 1.0065 0.4370 -0.4 0.3 -0.1 0.28
H -3.7453 1.8485 0.1162 0.3 -0.6 0.0 0.01
H -4.6162 3.8020 0.3732 0.2 0.3 0.1 0.42
C -2.3750 4.9137 -0.1596 2.8 0.2 -0.1 -0.56
O -3.6083 5.2810 0.3189 -1.4 -0.2 -0.1 -0.57
H -2.3249 4.4037 -1.1217 -1.1 0.2 -0.1 0.31
H -1.7211 5.7802 -0.2582 0.0 0.2 -0.2 0.45
H -1.8049 4.2462 0.4866 -0.2 -0.3 0.5 0.04
H -3.5388 5.7748 1.1392 0.2 0.0 0.0 0.30
```
Forces are in eV/Å.

Its net charge is +1. The value obtained for the HOMO-LUMO gap (spin up / spin down) is 9.609 / 2.784 eV. As for the expectation value of S²: 0.754. The energy above the lowest of the compared OMol25 structures with the same formula, charge and spin is 47.7 kcal/mol. Its highest occupied orbital energy (spin up / spin down) is -0.43977 / -0.43977 Ha. As for the multiplicity: 2.